[1]
45
Properties=species:S:1:pos:R:3 method="wB97M-V/def2-TZVPD" homo_ev=-9.487 orbital_gap_ev=9.15 total_charge=0
O -0.13724 0.14820 -0.00822
H -0.41324 -0.13980 -0.88922
H 0.79076 0.42720 0.00378
O -2.89724 -1.36980 1.08078
H -2.71324 -0.49580 0.78078
H -2.16024 -1.73280 0.66478
O 2.60576 1.04120 -0.02022
H 2.72176 1.96020 -0.21222
H 3.49076 0.73520 -0.12622
O 1.93776 -0.92580 -2.34122
H 1.14476 -0.36580 -2.37722
H 2.15176 -0.96080 -3.25722
O -0.76724 0.06820 3.31478
H -0.35824 0.24220 4.14278
H -0.17024 -0.47180 2.81178
O 0.42176 1.52920 -2.93222
H 0.26176 2.10920 -2.21722
H 1.31676 1.71520 -3.21522
O 1.12876 -1.40980 2.23378
H 1.83476 -0.85880 2.67178
H 1.10976 -2.22480 2.74178
O -3.47824 -0.17580 -1.53322
H -2.59524 -0.45580 -1.66422
H -3.83424 -0.09880 -2.42422
O -0.65724 -2.75580 0.20878
H -0.13124 -1.98480 0.06278
H -0.50224 -3.11680 1.06378
O 3.36476 0.18420 2.50478
H 4.30276 0.16920 2.46178
H 3.20776 0.69720 1.69778
O -2.43524 2.30120 -2.53022
H -1.99524 2.19020 -1.65022
H -3.19724 1.69220 -2.54122
O -2.45824 1.32520 0.62578
H -1.60824 0.94420 0.54178
H -2.61124 1.55620 1.55478
O 2.88076 -2.03680 0.17578
H 2.24876 -1.71880 0.86078
H 2.46776 -1.78080 -0.59822
O -1.12824 -0.87580 -2.29522
H -1.21124 -0.49080 -3.20022
H -1.43324 -1.79180 -2.40322
O 0.07176 2.50720 1.79378
H -0.61124 3.01820 2.19078
H 0.04376 1.67720 2.24678



[2]
11
Properties=species:S:1:pos:R:3 method="wB97M-V/def2-TZVPD" homo_ev="-8.143 / -8.156" orbital_gap_ev="7.59 / 7.62" total_charge=0
B -0.62704 -0.53400 0.17400
C 1.43554 -1.50732 -2.10714
C -0.58354 -1.70043 -0.79849
N -1.01685 -2.66814 -1.43561
N -1.43194 -3.71380 -1.68321
O 1.38420 -1.78483 -3.24401
O 0.51379 0.16770 0.49561
O -1.89287 -0.15685 0.55448
H 2.17718 -1.30658 -1.35031
H 0.20134 0.81029 1.06710
H -2.03303 0.76646 0.89462



[3]
33
Properties=species:S:1:pos:R:3 method="wB97M-V/def2-TZVPD" homo_ev=-8.173 smiles="CC(=O)Nc1nc2ccc(-c3sc(C)nc3C)cn2n1" orbital_gap_ev=8.33 total_charge=0
O 4.08405 -3.35710 2.24488
N 0.36040 -1.47785 2.08736
N 2.37438 -1.49676 1.01912
N -2.61522 3.05648 -2.73881
S -3.25278 0.86488 -1.41607
C 3.19931 -3.46564 3.09596
C 1.59995 -1.91036 2.08079
C 1.56974 -0.72481 0.34038
C -3.57280 2.15863 -2.55607
C 1.78587 -0.00031 -0.88472
C 0.75870 0.77393 -1.37490
C -1.65556 1.58191 -1.28321
C -0.56670 0.81767 -0.67753
C -0.77871 -0.01344 0.40270
C -1.51435 2.74388 -1.98123
N 1.98495 -2.76274 3.05915
N 0.31566 -0.74498 0.92175
C 3.40514 -4.42143 4.24640
C -4.93002 2.20784 -3.16444
C -0.31222 3.65311 -2.02424
H 2.78794 0.01324 -1.32879
H 0.89056 1.33680 -2.28922
H -1.72153 -0.08491 0.95014
H 1.30377 -3.00498 3.75072
H 2.83113 -5.32706 4.07416
H 3.07698 -4.01934 5.21301
H 4.48050 -4.65655 4.30157
H -5.72553 2.15579 -2.41103
H -5.04987 3.09031 -3.75446
H -5.04988 1.31402 -3.84895
H -0.60959 4.69795 -1.86787
H 0.15634 3.61943 -2.98776
H 0.38941 3.38240 -1.19879



Energy relative to the best compared isomer or geometry (same formula, charge and spin)
In order: 212.2; 312.3; 14.7
Unit: kJ/mol